1.
Entry from the OMol25 dataset: a cluster of 11 separate species, C40H96F12N7O17 in total at a distorted geometry (ωB97M-V/def2-TZVPD).

Results
* LUMO energy: -0.1886 Eh
* net charge: +1
* multiplicity: 1
* relative energy (zero: lowest compared OMol25 entry of this formula, charge and spin): 329.02 kcal/mol

CARTESIAN COORDINATES (ANGSTROEM)
C (6.46329, -0.47141, 0.79592)
C (5.41795, 0.56153, 1.34062)
C (5.24896, 1.91374, 0.61383)
O (4.31978, 2.68350, 1.46156)
C (3.31641, 3.41110, 0.80963)
N (4.03852, -0.05902, 1.25238)
H (3.56367, 0.27959, 0.42779)
H (4.18316, -1.05854, 1.26429)
H (3.44677, 0.20032, 2.02871)
H (6.24497, -0.83051, -0.20981)
H (6.55096, -1.31590, 1.47948)
H (7.52136, -0.21710, 0.85847)
H (5.81705, 0.77514, 2.33218)
H (4.81990, 1.64654, -0.35189)
H (6.10557, 2.57614, 0.48918)
H (2.69290, 3.83623, 1.59614)
H (2.58096, 2.76757, 0.32684)
H (3.53965, 4.19043, 0.08100)
C (4.71275, -3.10527, -2.40457)
C (3.94876, -2.79494, -3.74341)
C (2.74299, -3.71999, -4.17589)
O (1.97580, -3.03044, -5.09399)
C (1.02553, -3.90550, -5.71572)
N (3.45856, -1.32263, -3.71757)
H (2.94515, -1.13443, -2.86841)
H (4.21454, -0.70064, -3.96599)
H (2.83308, -1.14199, -4.48975)
H (5.38014, -3.96699, -2.41557)
H (4.05628, -3.21199, -1.54099)
H (5.41521, -2.32722, -2.10573)
H (4.64148, -2.79203, -4.58497)
H (2.16023, -4.02981, -3.30842)
H (3.14457, -4.61977, -4.64196)
H (0.35573, -4.33941, -4.97329)
H (1.28338, -4.58454, -6.52844)
H (0.48051, -3.25753, -6.40215)
C (-1.04179, -1.36073, -7.55902)
C (-2.12593, -0.44707, -6.99557)
C (-2.50414, -0.77826, -5.54281)
O (-1.77968, -0.09510, -4.53877)
C (-0.87538, -0.83504, -3.93377)
N (-1.58203, 0.93976, -7.07529)
H (-0.69202, 0.90927, -6.59880)
H (-1.42498, 1.23395, -8.02865)
H (-2.16482, 1.52254, -6.49149)
H (-1.25762, -2.42740, -7.49798)
H (-0.21224, -1.22571, -6.86495)
H (-0.92103, -1.11633, -8.61438)
H (-2.91161, -0.42741, -7.75084)
H (-2.48697, -1.85672, -5.38551)
H (-3.56813, -0.55727, -5.45810)
H (-1.32964, -1.65198, -3.37311)
H (-0.37730, -0.28598, -3.13468)
H (-0.08623, -1.33197, -4.49805)
C (-1.17433, 2.64226, -3.26141)
C (-0.00200, 3.53706, -3.20511)
C (0.00871, 4.29243, -1.83722)
O (1.00115, 5.39008, -1.83178)
C (1.14410, 6.15034, -0.69092)
N (1.20627, 2.54467, -3.19199)
H (2.06070, 3.02139, -3.44254)
H (1.35336, 1.89696, -2.43111)
H (1.09785, 1.89740, -3.95969)
H (-1.91970, 3.42192, -3.10439)
H (-1.17513, 1.86560, -2.49662)
H (-1.28605, 2.16729, -4.23609)
H (0.17853, 4.20770, -4.04520)
H (0.17394, 3.61866, -0.99648)
H (-0.91222, 4.85215, -1.67380)
H (1.90364, 5.56731, -0.17007)
H (0.17815, 6.34344, -0.22428)
H (1.56604, 7.08768, -1.05348)
C (-2.69057, 4.09535, 2.65594)
C (-3.78998, 4.80888, 1.85199)
C (-3.29393, 5.28650, 0.50174)
O (-4.34637, 5.83542, -0.25623)
C (-4.08415, 7.24653, -0.60597)
N (-4.91755, 3.82343, 1.63339)
H (-5.65285, 4.09639, 0.99705)
H (-4.49155, 3.01036, 1.21203)
H (-5.43244, 3.42665, 2.40641)
H (-1.83815, 4.70703, 2.95146)
H (-2.23692, 3.26851, 2.10945)
H (-3.07352, 3.83448, 3.64255)
H (-4.17392, 5.67991, 2.38301)
H (-2.94995, 4.51409, -0.18613)
H (-2.44215, 5.92088, 0.74695)
H (-3.48544, 7.39265, -1.50502)
H (-3.77535, 7.94699, 0.16999)
H (-5.02824, 7.73875, -0.83949)
C (0.16432, -5.17467, 3.60510)
C (-0.10557, -5.35628, 2.10506)
C (1.20512, -5.83171, 1.49165)
O (0.88715, -6.05132, 0.12943)
C (1.99034, -6.23662, -0.65830)
N (-1.06354, -6.57554, 1.97504)
H (-1.30510, -6.72109, 1.00521)
H (-0.40309, -7.33956, 1.98847)
H (-1.80392, -6.83191, 2.61239)
H (0.56864, -4.21045, 3.91314)
H (0.80742, -5.96500, 3.99227)
H (-0.68577, -5.26659, 4.28112)
H (-0.65476, -4.58795, 1.56085)
H (1.63103, -6.77061, 1.84544)
H (1.90627, -4.99739, 1.51169)
H (2.51772, -7.17828, -0.50579)
H (2.68821, -5.41431, -0.50057)
H (1.68058, -6.36100, -1.69594)
N (4.49535, -3.70130, 2.45018)
O (4.57233, -4.88153, 2.25712)
O (5.38308, -3.15108, 3.01738)
O (3.64407, -2.93901, 1.94939)
C (-3.88084, 0.44037, -0.67574)
O (-4.84165, 0.02371, -1.68562)
O (-4.19838, 1.83892, -0.46881)
C (-3.76384, -0.55989, 0.54892)
F (-4.90814, -1.04880, 0.73807)
F (-3.01825, -1.65246, 0.19570)
F (-3.25874, -0.12701, 1.69938)
C (-4.49199, -1.09622, -2.44021)
C (-5.62808, -1.47622, -3.36242)
H (-6.44360, -1.51721, -2.64038)
H (-5.81433, -0.67477, -4.07733)
H (-5.42641, -2.44500, -3.81947)
H (-4.11942, -2.02636, -2.01108)
H (-3.67997, -0.80019, -3.10435)
H (-2.91650, 0.49650, -1.18070)
C (0.87467, -0.32374, -0.37594)
O (1.10697, 0.10686, 0.97724)
O (1.86587, 0.20907, -1.21969)
C (0.73211, -1.91989, -0.33060)
F (0.17065, -2.41637, -1.39508)
F (1.93462, -2.44778, -0.35123)
F (0.24760, -2.46067, 0.84214)
C (0.15718, 1.12666, 1.51167)
C (0.54955, 1.41763, 2.98331)
H (0.79910, 2.45647, 3.19925)
H (-0.08325, 0.85377, 3.66868)
H (1.44431, 0.79602, 3.01652)
H (-0.81187, 0.62819, 1.48792)
H (0.01988, 2.08805, 1.01672)
H (-0.05929, 0.03795, -0.80605)
C (3.05458, 1.84637, 6.17831)
O (3.03338, 0.40630, 6.57791)
O (2.74243, 2.46203, 7.41525)
C (4.41386, 2.40404, 5.45196)
F (5.52130, 2.34886, 6.23293)
F (4.73974, 1.85038, 4.25394)
F (4.02970, 3.65980, 5.10304)
C (3.36463, -0.72948, 5.77661)
C (2.43597, -1.96280, 6.22522)
H (1.52122, -1.60542, 6.69809)
H (2.21243, -2.66507, 5.42213)
H (2.80108, -2.70325, 6.93692)
H (4.38223, -1.09331, 5.91880)
H (3.21219, -0.62145, 4.70274)
H (2.22434, 1.89356, 5.47363)
C (-5.93547, -0.47502, 4.70659)
O (-4.79672, 0.04250, 5.46706)
O (-6.58308, -1.41052, 5.46783)
C (-6.74245, 0.71305, 4.26105)
F (-6.08204, 1.35972, 3.29629)
F (-7.86908, 0.40138, 3.48565)
F (-6.99914, 1.63361, 5.13694)
C (-3.41301, -0.06118, 5.00304)
C (-2.92380, 1.29616, 4.62871)
H (-2.27851, 1.75595, 5.37722)
H (-2.34377, 1.13242, 3.72049)
H (-3.73758, 1.95478, 4.32525)
H (-3.34949, -0.80880, 4.21239)
H (-2.80206, -0.32330, 5.86683)
H (-5.51632, -0.93549, 3.81195)

Atoms 1-2, force components in eV/Å:
C -0.199 0.089 0.237
C 1.873 0.414 -0.733



2.
Entry from the OMol25 dataset: a cluster of 8 separate species, C40H98F6N12O10P4 in total at a distorted geometry (ωB97M-V/def2-TZVPD).

Results
* LUMO energy: 0.0190 Eh
* net charge: 0
* multiplicity: 1

CARTESIAN COORDINATES (ANGSTROEM)
C (-10.70397, -17.52225, -2.26784)
C (-11.78380, -18.59019, -2.19607)
O (-11.42566, -19.74165, -3.08572)
C (-10.61442, -20.62415, -2.59556)
O (-10.05898, -20.65538, -1.51607)
C (-10.42380, -21.82073, -3.57225)
F (-11.37561, -22.72815, -3.59805)
F (-10.34249, -21.28333, -4.76733)
F (-9.30439, -22.48181, -3.35184)
H (-9.81165, -17.68507, -1.65110)
H (-11.20139, -16.59037, -1.94541)
H (-10.58090, -17.36637, -3.35046)
H (-12.81550, -18.33957, -2.47775)
H (-11.74919, -19.00670, -1.21786)
C (-9.75723, -33.20704, -10.11584)
C (-10.44822, -33.32807, -8.78636)
O (-10.43727, -32.04810, -8.10400)
C (-11.28533, -31.15315, -8.50315)
O (-12.34295, -31.37701, -9.09515)
C (-10.81147, -29.65827, -8.36310)
F (-11.71812, -28.78109, -8.78126)
F (-10.44571, -29.43090, -7.06071)
F (-9.71609, -29.56954, -9.10831)
H (-9.28154, -34.18691, -10.34477)
H (-8.91258, -32.51418, -9.91272)
H (-10.42244, -32.85421, -10.91602)
H (-10.05858, -34.03805, -8.03723)
H (-11.47792, -33.55708, -8.97226)
O (-11.13024, -23.44459, -12.29447)
P (-9.84590, -24.09111, -11.93785)
N (-10.03596, -25.58546, -11.19946)
C (-8.97734, -26.19030, -10.47162)
C (-11.31560, -26.18187, -10.83549)
N (-8.92107, -23.14154, -10.87987)
C (-9.53600, -21.93989, -10.30482)
C (-7.45553, -23.11347, -10.61663)
N (-8.68298, -24.42503, -13.16857)
C (-8.79519, -25.56854, -14.03637)
C (-8.29016, -23.26288, -13.99999)
H (-8.83155, -27.19473, -10.84717)
H (-9.17485, -26.24379, -9.35592)
H (-8.05608, -25.63547, -10.55519)
H (-12.11131, -25.77837, -11.47673)
H (-11.55244, -25.91750, -9.83527)
H (-11.29987, -27.30368, -10.94264)
H (-10.42820, -21.61728, -10.85345)
H (-9.73584, -22.02100, -9.22316)
H (-8.84091, -21.15779, -10.47734)
H (-7.25567, -22.89799, -9.57077)
H (-6.92519, -24.03933, -10.89908)
H (-7.11348, -22.27923, -11.22077)
H (-9.33940, -25.36931, -14.98987)
H (-7.82266, -25.99935, -14.28645)
H (-9.31348, -26.40135, -13.54471)
H (-8.22260, -22.34119, -13.41963)
H (-8.97211, -23.02108, -14.81786)
H (-7.33203, -23.54996, -14.39916)
O (-4.83285, -22.83386, -8.26335)
P (-4.92756, -21.88940, -7.13926)
N (-4.47685, -22.53383, -5.72436)
C (-5.03960, -22.17912, -4.39657)
C (-3.34130, -23.47074, -5.82304)
N (-6.39845, -21.13334, -6.78518)
C (-7.49280, -22.12157, -6.57357)
C (-6.90018, -20.06931, -7.71591)
N (-3.85790, -20.62642, -7.34501)
C (-2.78738, -20.73283, -8.34620)
C (-3.69652, -19.52293, -6.38806)
H (-4.37471, -22.60230, -3.65695)
H (-5.99658, -22.65729, -4.34177)
H (-5.13520, -21.09085, -4.22534)
H (-3.36913, -23.87166, -6.81568)
H (-3.41515, -24.32203, -5.10543)
H (-2.38240, -22.96367, -5.55522)
H (-7.78375, -22.52225, -7.54330)
H (-7.17138, -23.05739, -6.09065)
H (-8.41400, -21.67787, -6.12088)
H (-7.92485, -19.80279, -7.48966)
H (-6.30811, -19.21430, -7.62725)
H (-6.92606, -20.46607, -8.73047)
H (-3.16869, -20.96489, -9.33594)
H (-2.18843, -19.81390, -8.42892)
H (-2.06517, -21.55296, -8.03595)
H (-2.90702, -19.75464, -5.60199)
H (-4.62057, -19.51340, -5.80309)
H (-3.45432, -18.54933, -6.87314)
O (-17.83205, -25.43375, -10.51010)
P (-17.18148, -25.37179, -9.17648)
N (-18.02058, -24.42452, -8.08014)
C (-19.41334, -24.02679, -8.35322)
C (-17.87352, -24.80895, -6.69721)
N (-15.67383, -24.63518, -9.18970)
C (-15.63932, -23.17039, -9.23704)
C (-14.62628, -25.13713, -10.08589)
N (-16.89485, -26.91560, -8.58836)
C (-17.52046, -28.08245, -9.19196)
C (-15.88381, -27.31728, -7.56410)
H (-19.43322, -23.60946, -9.35547)
H (-19.61942, -23.24400, -7.65189)
H (-20.15633, -24.82370, -8.19337)
H (-18.53988, -25.59428, -6.36198)
H (-18.01111, -23.90319, -6.15739)
H (-16.80581, -25.06023, -6.43953)
H (-15.85943, -22.90077, -10.25709)
H (-16.39137, -22.70955, -8.57968)
H (-14.65387, -22.70954, -9.07316)
H (-14.76916, -26.13257, -10.45984)
H (-14.55575, -24.50082, -11.00569)
H (-13.66509, -25.12525, -9.55304)
H (-18.10959, -27.98463, -10.07842)
H (-16.73897, -28.79955, -9.39939)
H (-18.21857, -28.56551, -8.47469)
H (-15.44803, -26.42223, -7.12022)
H (-15.18828, -28.04819, -7.95069)
H (-16.36627, -27.82968, -6.74741)
O (-16.84050, -20.48408, -3.73538)
P (-16.52286, -21.82982, -3.23361)
N (-15.58897, -22.67466, -4.35967)
C (-14.57626, -23.81702, -4.05197)
C (-15.75301, -22.23717, -5.75515)
N (-17.85843, -22.74886, -2.89848)
C (-19.23530, -22.16761, -3.04209)
C (-17.73934, -24.22657, -2.89368)
N (-15.62929, -21.82973, -1.75993)
C (-16.44994, -21.91613, -0.53574)
C (-14.23898, -21.42849, -1.64142)
H (-13.60340, -23.62035, -4.49630)
H (-14.96875, -24.68252, -4.55151)
H (-14.49137, -23.93904, -2.91863)
H (-15.00290, -21.45034, -6.04740)
H (-16.70362, -21.75213, -5.91849)
H (-15.58167, -23.09887, -6.40207)
H (-19.74726, -22.86517, -3.71763)
H (-19.77125, -22.33104, -2.14103)
H (-19.32526, -21.17142, -3.36204)
H (-18.30569, -24.67661, -2.08949)
H (-18.15587, -24.57582, -3.82896)
H (-16.70075, -24.54589, -2.82279)
H (-17.48003, -21.62444, -0.78268)
H (-16.37774, -22.87964, -0.08592)
H (-16.00736, -21.28575, 0.25443)
H (-13.94677, -21.17944, -2.70279)
H (-13.62823, -22.27717, -1.28953)
H (-14.08365, -20.55285, -1.01843)
C (-10.39388, -24.36065, -7.15147)
C (-11.57208, -23.66272, -7.81482)
C (-12.68201, -24.23698, -6.96421)
O (-12.34317, -25.60500, -6.79894)
C (-10.93764, -25.78068, -6.81636)
H (-10.17482, -23.82363, -6.21984)
H (-9.45684, -24.34267, -7.71098)
H (-11.75369, -23.84923, -8.87676)
H (-11.37169, -22.58864, -7.72666)
H (-13.68115, -24.25548, -7.40601)
H (-12.53678, -23.64215, -6.06565)
H (-10.73905, -26.60225, -7.55289)
H (-10.55483, -26.11562, -5.85212)
C (-4.87416, -26.48424, -7.49612)
C (-5.65973, -27.09420, -6.38453)
C (-6.78188, -26.05430, -6.13788)
O (-6.84855, -25.21587, -7.35525)
C (-5.87466, -25.71869, -8.26577)
H (-4.41536, -27.27991, -8.11396)
H (-4.11539, -25.76523, -7.13514)
H (-5.02835, -27.17923, -5.49632)
H (-6.03781, -28.08274, -6.60152)
H (-6.56757, -25.33982, -5.33366)
H (-7.75021, -26.47351, -6.02116)
H (-5.32047, -24.94222, -8.85983)
H (-6.34690, -26.34454, -9.04914)

Atoms 1-2, force components in eV/Å:
C -1.719 0.885 -0.921
C 0.915 -1.029 -0.023



HOMO-LUMO gap across the listed records, respectively: 0.91 8.80 eV.
E_tot across the listed records, respectively: -120853.644 -134889.093 eV.
Molecular weight across the listed records, respectively: 1175.22 1145.18 g mol⁻¹.